Below is C25H22AsClN3O8SW as an isolated structure at a distorted geometry, with properties calculated with ωB97M-V/def2-TZVPD.

The calculation puts the energy above the lowest of the compared OMol25 structures with the same formula, charge and spin at 326.3 kJ/mol. The calculated total energy comes out at -133146.2232 eV. The HOMO-LUMO gap (alpha / beta) is 4.854 / 4.540 eV. Its net charge is +1. The multiplicity is 3. As for the LUMO energy (alpha / beta): -4.6 / -6.7 eV. Its HOMO energy (alpha / beta) is -9.44 / -11.28 eV.

Element x y z (Å)
W  -0.0524  0.3716  0.7296
Cl  0.1120  -5.6913  -3.6616
C  0.2042  -4.3865  -2.5578
C  1.2620  -4.3755  -1.6117
C  1.3760  -3.3179  -0.7471
C  0.4467  -2.2757  -0.7944
O  0.5422  -1.2749  0.0368
C  -0.6423  -2.2801  -1.7458
C  -1.5250  -1.1973  -1.8183
N  -1.4951  -0.1383  -0.9647
C  -2.0490  1.0479  -1.3851
C  -2.3404  1.4195  -2.6980
C  -2.8807  2.6759  -2.9680
C  -3.1484  3.5825  -1.9674
C  -2.8440  3.2592  -0.6277
C  -3.0670  4.1092  0.4726
C  -2.7216  3.6877  1.7346
C  -2.1573  2.4283  1.9106
N  -1.9522  1.5927  0.8963
C  -2.2825  1.9987  -0.3507
C  -0.7253  -3.3752  -2.6246
H  1.9735  -5.1872  -1.5802
H  2.1750  -3.2451  -0.0200
H  -2.2439  -1.1821  -2.6281
H  -2.1116  0.7544  -3.5182
H  -3.0881  2.9470  -3.9940
H  -3.6015  4.5391  -2.1892
H  -3.5098  5.0832  0.3096
H  -2.8776  4.3268  2.5912
H  -1.8537  2.0517  2.8790
H  -1.5156  -3.4090  -3.3614
O  2.0067  1.7251  2.7212
As  2.3042  0.3731  1.5651
O  3.4475  -0.4925  2.3583
O  -0.4627  0.2508  2.3628
C  3.4184  1.5132  0.3018
C  4.7928  1.3627  0.2697
C  5.5419  2.1402  -0.6076
C  4.9335  3.0843  -1.4265
C  3.5583  3.2520  -1.3966
C  2.8242  2.4540  -0.5346
S  1.0776  2.3718  -0.6500
O  0.5130  3.3373  -1.5267
O  0.4556  2.3439  0.7218
O  0.8583  0.9457  -1.0551
H  2.4772  1.5652  3.5465
H  5.2423  0.6196  0.9173
H  6.6138  2.0006  -0.6559
H  5.5301  3.6703  -2.1115
H  3.0564  3.9674  -2.0346
C  -1.7037  -4.6129  2.9706
N  -1.1398  -3.3543  2.5267
C  -1.9801  -2.5571  1.6427
C  0.1129  -2.9783  2.8491
O  0.6771  -1.9908  2.4103
H  -2.6730  -4.4458  3.4419
H  -1.0378  -5.0886  3.6870
H  -1.8419  -5.2895  2.1236
H  -2.9938  -2.5364  2.0441
H  -2.0126  -2.9923  0.6394
H  -1.6072  -1.5255  1.5879
H  0.6043  -3.6526  3.5653